# C58H53BrGe2N7O6PbS

A molecular structure, C58H53BrGe2N7O6PbS (the ωB97M-V functional and the def2-TZVPD basis, OMol25).

Calculated values
- net charge = +1
- E_HOMO (eV) = -10.2
- E_tot (eV) = -282874.900
- orbital gap (eV) = 8.059

Last column: Löwdin charge in e.
Cartesian coordinates (Å):
Pb -0.30223 -0.04704 -1.18154  1.520
O 4.30565 -1.14110 -4.79722  0.063
C 4.65157 -0.07344 -4.03238  -0.251
C 5.96543 0.39183 -4.01673  -0.006
C 6.31532 1.48811 -3.25203  -0.050
C 5.35694 2.14425 -2.48529  -0.058
C 4.05983 1.68009 -2.50114  -0.010
C 3.68082 0.56471 -3.25500  -0.063
C 2.24870 0.19260 -3.22524  -0.414
O 1.40125 0.99140 -2.83247  -0.078
N 1.85676 -1.05876 -3.64158  0.094
N -0.78741 -1.25742 -2.92037  -0.139
C -1.84946 -1.47315 -3.55521  -0.234
C -3.25893 -1.05191 -3.33013  -0.132
C -4.15512 -1.55831 -4.27463  -0.042
C -5.49929 -1.24736 -4.27835  -0.071
C -5.97064 -0.38471 -3.30396  -0.056
C -5.11018 0.13375 -2.35238  -0.067
C -3.75347 -0.18764 -2.33226  -0.305
O -2.92114 0.30700 -1.36182  -0.386
H 5.05743 -1.38827 -5.35347  0.126
H 6.70969 -0.11608 -4.61760  0.120
H 7.33795 1.83774 -3.25807  0.110
H 5.62324 3.01250 -1.89797  0.095
H 3.28901 2.18000 -1.93330  0.105
H -1.78463 -2.08806 -4.46757  0.105
H -3.75771 -2.21827 -5.03517  0.110
H -6.16073 -1.65990 -5.02570  0.107
H -7.01416 -0.10403 -3.27598  0.114
H -5.52894 0.80170 -1.61427  0.075
C 2.42597 -2.18315 -2.97499  -0.156
O 1.86797 -2.14601 -1.64716  -0.090
C 1.75862 -3.31437 -0.94811  -0.210
C 2.59501 -4.40631 -1.11108  -0.045
C 2.40880 -5.52504 -0.30272  -0.677
Br 3.55314 -7.01057 -0.52199  0.770
C 1.39968 -5.56736 0.63722  -0.057
C 0.54542 -4.47131 0.77460  -0.082
C 0.73854 -3.34110 0.00459  -0.205
O -0.02344 -2.22858 0.14977  -0.136
C -0.56317 -4.54469 1.74154  -0.303
N -0.42087 -4.86751 2.99753  0.183
C -1.71184 -4.85577 3.51107  -0.219
C -2.15865 -5.12896 4.80250  -0.012
C -3.51594 -5.06921 5.03935  -0.087
C -4.42416 -4.75730 4.01362  -0.089
C -3.99909 -4.48452 2.72896  -0.034
C -2.62771 -4.52350 2.50676  -0.191
N -1.85975 -4.32684 1.37945  0.190
H 3.51466 -2.11994 -2.91972  0.131
H 0.82917 -1.13848 -3.62883  0.061
H 2.11945 -3.10891 -3.46524  0.152
H 3.39326 -4.39150 -1.83721  0.110
H 1.24214 -6.43885 1.25467  0.118
H -0.24009 -2.02456 1.13551  0.046
H -1.45731 -5.39151 5.58190  0.112
H -3.89481 -5.27932 6.02899  0.101
H -5.48241 -4.74049 4.23374  0.103
H -4.70610 -4.26956 1.93713  0.097
H -2.17840 -4.04681 0.46590  0.168
C -3.54002 -0.49352 2.82673  -0.230
Ge -4.79880 0.05928 1.43362  0.756
C -6.34801 0.97724 2.18438  -0.248
C -5.32894 -1.56573 0.49562  -0.228
Ge -3.61923 1.57249 -0.11911  0.932
C -2.11798 2.49990 0.73744  -0.312
C -2.12822 2.56464 2.13108  -0.126
C -1.31811 3.46136 2.81963  -0.083
C -0.48506 4.31720 2.11893  -0.079
C -0.46782 4.27494 0.73067  -0.088
C -1.27687 3.37953 0.04999  -0.127
C -4.33313 2.92716 -1.31877  -0.317
C -3.64682 3.18386 -2.50456  -0.112
C -4.10843 4.14540 -3.39034  -0.066
C -5.26028 4.86230 -3.09856  -0.075
C -5.95153 4.61292 -1.92343  -0.074
C -5.49035 3.64699 -1.03944  -0.102
H -3.77306 -1.52867 3.07980  0.015
H -3.65646 0.10191 3.73138  0.028
H -2.49982 -0.44798 2.51560  -0.010
H -6.85589 0.32950 2.89754  0.024
H -7.05351 1.23995 1.39733  0.015
H -6.04718 1.88830 2.69941  0.018
H -5.63820 -2.27900 1.26046  0.010
H -4.49206 -1.98637 -0.06052  0.020
H -6.15518 -1.40941 -0.19409  0.021
H -2.78846 1.92815 2.69849  0.064
H -1.35116 3.49726 3.90083  0.110
H 0.12897 5.03356 2.64850  0.107
H 0.15549 4.96491 0.17639  0.110
H -1.27761 3.40150 -1.03363  0.097
H -2.76329 2.61129 -2.76591  0.103
H -3.57529 4.32759 -4.31334  0.108
H -5.62132 5.61065 -3.78995  0.107
H -6.85134 5.16832 -1.69497  0.107
H -6.04661 3.45689 -0.12769  0.098
S 6.29901 2.08403 1.98614  1.008
C 4.78231 1.53285 1.24271  -0.511
C 4.65579 0.18624 0.93289  -0.068
C 3.44337 -0.27976 0.44846  -0.119
N 2.38857 0.50394 0.24320  0.040
C 2.52698 1.79693 0.52401  -0.160
C 3.68384 2.35651 1.03560  -0.066
C 6.85504 3.31124 0.82100  -0.524
C 7.97198 3.02421 0.05077  -0.090
C 8.42671 3.98724 -0.83918  -0.143
N 7.84706 5.17012 -1.00514  0.074
C 6.78978 5.43966 -0.24662  -0.137
C 6.26280 4.55748 0.68483  -0.085
H 5.48796 -0.48901 1.07105  0.110
H 3.31603 -1.32626 0.20895  0.107
H 1.65699 2.41573 0.34778  0.097
H 3.71037 3.40727 1.28540  0.101
H 8.46813 2.06890 0.13307  0.106
H 9.29480 3.79004 -1.45496  0.111
H 6.34265 6.41632 -0.37981  0.111
H 5.42221 4.85742 1.29374  0.099
O -0.41982 -1.36827 2.47298  -0.126
N 0.69786 -1.03151 3.06649  -0.165
C 0.93416 0.26801 3.30601  0.000
C 2.08290 0.66181 3.95431  -0.032
C 3.00955 -0.28977 4.35097  -0.046
C 2.73714 -1.62404 4.09387  -0.021
C 1.56770 -1.97830 3.45544  0.016
H 0.16502 0.94012 2.95377  0.127
H 2.23948 1.71401 4.13776  0.119
H 3.92014 0.00323 4.85267  0.117
H 3.41377 -2.40886 4.39508  0.120
H 1.26766 -2.99999 3.25826  0.125